This record from OMol25 describes C8H17NO as an isolated structure. The level of theory is the ωB97M-V functional and the def2-TZVPD basis.

Calculated values
HOMO energy = -7.29 eV
Energy above the lowest of the compared OMol25 structures with the same formula, charge and spin = 105.4 kcal/mol
Lowest unoccupied orbital energy = 0.756 eV
Spin multiplicity = 1
Kohn-Sham gap = 8.045 eV
Net charge = 0

Cartesian coordinates (Å):
C  -0.73  1.70  0.10
C  -1.43  0.41  0.79
C  0.20  2.49  0.99
C  -0.37  1.57  -1.29
C  -2.05  -0.72  0.03
O  -2.07  1.66  0.54
H  -1.24  0.22  1.85
H  1.24  2.21  0.82
H  0.11  3.55  0.76
H  -0.03  2.34  2.04
H  0.54  0.48  -1.17
H  0.13  2.44  -1.72
H  -1.17  1.25  -1.95
H  -1.48  -1.63  0.10
H  -2.17  -0.48  -1.03
H  -3.05  -0.93  0.42
C  1.34  -1.88  -1.50
N  0.74  -1.92  1.41
C  1.19  -0.79  0.77
C  1.43  -0.67  -0.60
H  0.62  -1.90  2.41
H  0.50  -2.72  0.85
H  1.51  0.00  1.44
H  2.31  -0.07  -0.81
H  1.92  -1.73  -2.41
H  1.69  -2.81  -1.03
H  0.30  -2.05  -1.80

=====

This record from OMol25 describes C3H6O3Sc as an isolated structure. The level of theory is the ωB97M-V functional and the def2-TZVPD basis.

Calculated values
HOMO energy = -13.78 eV
Energy above the lowest of the compared OMol25 structures with the same formula, charge and spin = 24.2 kcal/mol
Lowest unoccupied orbital energy = -5.703 eV
Spin multiplicity = 1
Kohn-Sham gap = 8.080 eV
Net charge = +1

Cartesian coordinates (Å):
O  0.46  0.46  0.15
C  0.38  -0.97  -0.09
C  -1.10  -1.17  -0.36
O  -1.70  -0.09  0.34
C  -0.90  1.00  0.10
Sc  2.20  1.59  0.24
H  0.73  -1.47  0.82
H  -1.48  -2.12  0.05
H  -1.33  -1.11  -1.43
H  -1.01  1.74  0.90
H  -1.08  1.43  -0.90
H  1.02  -1.24  -0.94
O  3.81  1.94  1.09

=====

This record from OMol25 describes C33H36BBrN9OY as an isolated structure. The level of theory is the ωB97M-V functional and the def2-TZVPD basis.

Calculated values
HOMO energy (spin up / spin down) = -4.92 / -4.92 eV
Energy above the lowest of the compared OMol25 structures with the same formula, charge and spin = 103.9 kcal/mol
Lowest unoccupied orbital energy (spin up / spin down) = -0.380 / -0.380 eV
Spin multiplicity = 1
Kohn-Sham gap (spin up / spin down) = 4.538 / 4.539 eV
Net charge = 0

Cartesian coordinates (Å):
Y  0.80  -0.47  0.54
C  3.96  -0.03  -2.54
C  3.04  0.90  -1.91
C  3.13  2.32  -1.70
C  1.85  2.77  -1.47
C  1.36  4.20  -1.19
N  1.09  1.68  -1.19
N  1.86  0.49  -1.45
B  -0.48  1.78  -1.34
N  -0.94  2.18  0.15
N  -0.66  1.20  1.16
C  -1.39  1.56  2.20
C  -1.30  0.80  3.50
C  -2.05  2.75  1.99
C  -1.85  3.06  0.62
C  -2.46  4.22  -0.12
N  -1.19  0.37  -1.69
N  -0.47  -0.86  -1.25
C  -0.46  -1.66  -2.32
C  0.19  -2.99  -2.22
C  -1.20  -1.12  -3.37
C  -1.59  0.14  -2.94
C  -2.50  1.02  -3.70
H  4.06  0.21  -3.60
H  3.62  -1.13  -2.46
H  4.96  -0.07  -2.07
H  4.03  2.82  -1.93
H  0.39  4.32  -1.62
H  1.99  5.03  -1.62
H  1.17  4.39  -0.12
H  -0.94  2.80  -1.99
H  -1.42  -0.27  3.32
H  -1.96  1.18  4.31
H  -0.27  0.96  3.91
H  -2.78  3.38  2.60
H  -2.99  4.86  0.58
H  -3.03  3.74  -0.99
H  -1.66  4.84  -0.61
H  1.24  -2.94  -2.02
H  -0.01  -3.49  -3.20
H  -0.26  -3.70  -1.45
H  -1.54  -1.45  -4.32
H  -3.38  1.26  -3.04
H  -2.95  0.49  -4.57
H  -2.08  2.05  -4.06
O  3.37  -3.85  0.80
C  2.47  -2.97  0.98
N  2.64  -1.67  0.83
C  3.95  -1.14  0.91
C  3.79  0.15  1.60
C  4.86  0.81  2.18
C  4.71  2.08  2.76
C  3.40  2.68  2.71
C  2.48  2.05  1.98
N  2.55  0.74  1.57
C  1.08  -3.44  1.44
C  0.78  -4.82  1.55
C  -0.52  -5.25  1.85
C  -1.55  -4.25  1.90
C  -1.22  -2.92  1.80
N  0.03  -2.50  1.56
H  4.47  -1.12  -0.03
H  4.65  -1.72  1.52
H  5.80  0.27  2.24
H  5.56  2.57  3.25
H  3.19  3.66  3.15
H  1.52  2.45  1.70
H  1.66  -5.46  1.38
H  -0.76  -6.36  1.86
H  -2.61  -4.55  1.91
H  -2.13  -2.19  1.54
Br  -6.70  -0.72  -1.71
C  -5.13  -1.12  -0.72
C  -4.65  -2.38  -0.84
C  -3.87  -2.97  0.16
C  -3.34  -2.09  1.13
C  -3.86  -0.80  1.24
C  -4.58  -0.24  0.18
H  -4.78  -3.01  -1.74
H  -3.77  -4.03  0.21
H  -3.61  -0.25  2.16
H  -4.81  0.78  0.16

=====

This record from OMol25 describes C44H86F3MgO30 as an isolated structure. The level of theory is the ωB97M-V functional and the def2-TZVPD basis.

Calculated values
HOMO energy = -10.95 eV
Energy above the lowest of the compared OMol25 structures with the same formula, charge and spin = 74.3 kcal/mol
Lowest unoccupied orbital energy = -3.131 eV
Spin multiplicity = 1
Kohn-Sham gap = 7.823 eV
Net charge = +1

Cartesian coordinates (Å):
Mg  -3.93  0.14  0.29
C  -0.97  0.85  0.98
O  -0.95  0.56  -0.42
O  -2.26  0.45  1.37
C  0.33  0.37  1.81
F  1.43  0.93  1.33
F  0.25  0.66  3.14
F  0.54  -0.93  1.61
C  -0.04  1.41  -1.19
C  -0.22  1.05  -2.65
H  -1.23  1.31  -2.97
H  0.51  1.61  -3.25
H  -0.11  -0.01  -2.89
H  0.98  1.08  -1.01
H  -0.11  2.49  -1.02
H  -0.97  1.93  1.09
C  -4.36  4.25  -1.87
C  -4.26  5.76  -1.70
C  -2.86  6.08  -2.18
O  -2.14  4.96  -1.81
C  -2.93  3.81  -1.88
H  -4.66  3.93  -2.87
H  -4.81  3.74  -1.03
H  -4.29  6.12  -0.67
H  -5.02  6.32  -2.25
H  -2.59  6.99  -1.65
H  -2.76  6.29  -3.25
H  -2.64  3.13  -1.08
H  -2.68  3.21  -2.75
C  3.25  -1.41  5.45
C  4.03  -2.64  5.13
C  5.00  -2.28  4.02
O  4.94  -0.88  3.94
C  3.68  -0.43  4.41
H  3.40  -0.94  6.43
H  2.21  -1.68  5.27
H  3.36  -3.45  4.81
H  4.59  -3.03  5.97
H  4.67  -2.74  3.09
H  5.98  -2.70  4.23
H  2.95  -0.37  3.60
H  3.72  0.59  4.80
C  2.95  4.34  -5.31
C  2.93  3.65  -3.95
C  2.52  4.78  -3.11
O  1.38  5.33  -3.79
C  1.71  5.23  -5.16
H  2.86  3.57  -6.08
H  3.86  4.93  -5.40
H  3.92  3.25  -3.71
H  2.19  2.87  -3.80
H  3.28  5.56  -3.01
H  2.33  4.43  -2.10
H  1.87  6.22  -5.58
H  0.92  4.71  -5.70
C  0.69  0.84  -6.63
C  1.62  -0.24  -6.21
C  0.84  -1.51  -6.34
O  0.15  -1.32  -7.53
C  -0.19  0.09  -7.66
H  1.22  1.71  -7.02
H  0.06  1.13  -5.79
H  1.86  -0.11  -5.15
H  2.46  -0.18  -6.90
H  0.12  -1.64  -5.54
H  1.46  -2.40  -6.32
H  -1.25  0.23  -7.44
H  -0.06  0.34  -8.71
C  -0.27  -4.60  6.77
O  -0.20  -3.24  6.57
C  0.23  -2.41  7.51
O  0.65  -2.73  8.63
O  0.12  -1.11  7.07
C  -0.44  -0.69  5.85
H  0.67  -5.01  7.13
H  -0.43  -5.02  5.77
H  -1.08  -4.85  7.46
H  0.23  0.11  5.54
H  -1.51  -0.47  5.93
H  -0.38  -1.45  5.07
C  -2.22  -3.90  0.61
O  -2.13  -3.52  -0.77
C  -2.66  -2.43  -1.30
O  -3.24  -1.53  -0.65
O  -2.34  -2.42  -2.62
C  -2.72  -1.38  -3.50
H  -3.27  -3.78  0.90
H  -1.58  -3.30  1.25
H  -1.97  -4.96  0.62
H  -2.55  -0.40  -3.07
H  -3.79  -1.47  -3.70
H  -2.23  -1.46  -4.47
C  1.36  -2.45  -2.68
O  0.96  -3.32  -3.74
C  0.53  -4.50  -3.40
O  0.73  -5.05  -2.27
O  0.09  -5.17  -4.47
C  -0.34  -6.54  -4.24
H  2.25  -2.74  -2.13
H  0.53  -2.35  -1.98
H  1.69  -1.47  -3.03
H  -0.87  -6.79  -5.16
H  -1.10  -6.60  -3.45
H  0.41  -7.32  -4.10
C  -6.77  3.62  3.22
O  -6.32  2.71  2.27
C  -5.06  2.72  1.86
O  -4.62  1.93  1.01
O  -4.30  3.55  2.59
C  -2.90  3.54  2.50
H  -6.44  3.32  4.21
H  -7.86  3.63  3.25
H  -6.57  4.68  3.04
H  -2.58  2.57  2.87
H  -2.55  4.43  3.02
H  -2.64  3.66  1.45
C  3.74  -1.00  0.37
O  4.34  -1.58  -0.81
C  5.72  -1.51  -1.05
O  6.47  -0.79  -0.39
O  6.06  -2.30  -2.08
C  7.41  -2.59  -2.50
H  4.34  -1.21  1.26
H  2.74  -1.35  0.64
H  3.58  0.07  0.23
H  7.88  -3.25  -1.78
H  7.95  -1.64  -2.55
H  7.50  -2.93  -3.53
C  0.37  -3.64  3.39
O  0.90  -3.94  2.10
C  2.06  -4.54  1.93
O  2.70  -5.15  2.82
O  2.40  -4.45  0.56
C  3.59  -5.05  0.06
H  1.13  -3.00  3.83
H  0.20  -4.58  3.92
H  -0.54  -3.04  3.30
H  3.73  -4.83  -1.00
H  3.56  -6.14  0.18
H  4.46  -4.64  0.57
C  3.04  3.42  2.44
O  1.78  4.13  2.40
C  1.34  4.86  1.33
O  1.91  4.86  0.28
O  0.15  5.45  1.57
C  -0.48  6.18  0.57
H  3.06  2.71  3.26
H  3.84  4.15  2.57
H  3.28  2.82  1.56
H  -0.13  7.21  0.58
H  -1.55  6.22  0.75
H  -0.39  5.75  -0.43
C  -3.36  -2.20  3.84
O  -4.70  -2.34  3.55
C  -5.18  -1.73  2.50
O  -4.59  -1.06  1.64
O  -6.46  -1.94  2.58
C  -7.32  -1.39  1.65
H  -3.15  -3.01  4.54
H  -3.11  -1.27  4.35
H  -2.75  -2.39  2.96
H  -7.28  -0.30  1.67
H  -8.30  -1.67  2.04
H  -7.17  -1.73  0.62

=====

This record from OMol25 describes a 2-piece molecular cluster, C3H10N overall. The level of theory is the ωB97M-V functional and the def2-TZVPD basis.

Calculated values
HOMO energy = -16.38 eV
Energy above the lowest of the compared OMol25 structures with the same formula, charge and spin = 83.5 kcal/mol
Lowest unoccupied orbital energy = -5.458 eV
Spin multiplicity = 1
Kohn-Sham gap = 10.917 eV
Net charge = +1

Cartesian coordinates (Å):
C  -1.00  -0.43  0.95
C  0.22  1.31  0.30
C  0.85  -0.94  -0.56
N  0.03  -0.06  0.25
H  -1.42  0.14  1.80
H  -0.29  0.63  -2.63
H  -1.40  -1.47  0.99
H  1.21  1.74  0.47
H  0.24  1.48  -0.84
H  -0.71  1.89  0.62
H  1.33  -0.60  -1.46
H  1.66  -1.49  -0.08
H  0.14  -1.59  -1.00
H  -0.63  1.00  -2.04

=====

This record from OMol25 describes C4HCoLiO2 as an isolated structure. The level of theory is the ωB97M-V functional and the def2-TZVPD basis.

Calculated values
HOMO energy (spin up / spin down) = -18.28 / -18.46 eV
Expectation value of S² = 8.783
Lowest unoccupied orbital energy (spin up / spin down) = -10.256 / -11.483 eV
Spin multiplicity = 6
Kohn-Sham gap (spin up / spin down) = 8.028 / 6.979 eV
Net charge = +2

Cartesian coordinates (Å):
C  1.09  0.25  0.04
C  2.38  0.40  -0.01
O  3.52  0.64  -0.16
O  -1.73  0.43  -0.55
C  -1.16  -0.78  -0.39
C  0.20  -0.83  -0.16
H  -0.58  -1.76  0.52
Co  -0.31  1.70  0.41
Li  -3.42  -0.05  0.30

=====

This record from OMol25 describes a 2-piece molecular cluster, CH9N2O overall. The level of theory is the ωB97M-V functional and the def2-TZVPD basis.

Calculated values
HOMO energy = -14.35 eV
Energy above the lowest of the compared OMol25 structures with the same formula, charge and spin = 33.8 kcal/mol
Lowest unoccupied orbital energy = -3.466 eV
Spin multiplicity = 1
Kohn-Sham gap = 10.886 eV
Net charge = +1

Cartesian coordinates (Å):
N  0.29  -2.53  0.64
H  0.18  -2.59  -0.38
H  -0.32  -3.23  1.18
H  -0.10  -0.08  1.46
H  1.30  -2.60  0.70
N  0.08  0.60  0.86
C  -0.15  0.46  -0.69
O  -0.35  1.85  -0.97
H  -0.40  1.53  1.11
H  1.06  0.87  1.13
H  -1.07  -0.15  -0.90
H  0.82  0.14  -1.00
H  -0.32  2.03  -1.90

=====

This record from OMol25 describes a 4-piece molecular cluster, C11H31O5PSi overall. The level of theory is the ωB97M-V functional and the def2-TZVPD basis.

Calculated values
HOMO energy = -8.22 eV
Energy above the lowest of the compared OMol25 structures with the same formula, charge and spin = 0.0 kcal/mol
Lowest unoccupied orbital energy = 0.195 eV
Spin multiplicity = 1
Kohn-Sham gap = 8.417 eV
Net charge = 0
SMILES = C=C[SiH2]P(O)O.CC(C)O.CC(C)O.CC(C)O

Cartesian coordinates (Å):
C  -2.35  0.93  3.66
C  -2.05  2.23  3.40
Si  -3.36  3.53  3.66
P  -5.12  2.92  2.33
O  -4.37  2.03  1.17
O  -5.70  1.67  3.27
H  -2.12  0.15  2.94
H  -2.85  0.62  4.57
H  -1.08  2.45  2.98
H  -2.86  4.87  3.26
H  -3.90  3.58  5.04
H  -3.43  1.87  1.35
H  -6.09  2.02  4.08
C  2.08  1.14  -0.72
C  1.24  1.65  0.44
C  1.22  0.67  1.59
O  -0.09  1.93  0.00
H  1.66  0.20  -1.10
H  2.08  1.86  -1.54
H  3.11  0.95  -0.42
H  1.64  2.61  0.78
H  0.78  -0.28  1.27
H  0.62  1.05  2.41
H  2.22  0.46  1.96
H  -0.47  1.10  -0.31
C  1.47  -0.38  -4.87
C  2.70  0.51  -4.84
C  2.35  1.95  -5.22
O  3.71  0.00  -5.71
H  1.05  -0.41  -5.87
H  1.74  -1.40  -4.59
H  0.70  -0.03  -4.18
H  3.14  0.50  -3.84
H  1.95  1.98  -6.23
H  3.24  2.58  -5.19
H  1.60  2.37  -4.54
H  3.35  0.00  -6.61
C  -0.12  -4.99  0.34
C  0.67  -3.96  1.12
C  0.31  -3.98  2.60
O  0.44  -2.65  0.58
H  -1.20  -4.79  0.41
H  0.15  -4.96  -0.72
H  0.06  -6.00  0.72
H  1.73  -4.14  1.00
H  -0.75  -3.75  2.73
H  0.88  -3.23  3.14
H  0.50  -4.96  3.04
H  -0.50  -2.46  0.67